Entry 1:
21
Properties=species:S:1:pos:R:3:forces:R:3 method="wB97M-V/def2-TZVPD" total_charge=0 largest_force_ha_per_bohr=0.0144 e_lumo_ev=1.03 mol_weight_da=102.18 e_above_lowest_kcal_mol=27.6 gap_ev=10.503 smiles="C=CCCCC.O" energy_ha=-312.2110 homo_ev=-9.47
C 2.828 -0.499 -0.820 -0.24 -0.44 -0.22
C 1.673 -0.864 -0.262 0.12 -0.28 -0.41
C 0.332 -0.375 -0.747 -0.06 -0.01 -0.10
C -0.769 -0.228 0.306 0.02 -0.04 0.05
C -2.128 0.068 -0.332 0.02 0.01 -0.04
C -3.265 0.153 0.683 -0.03 -0.01 0.05
H 3.786 -0.909 -0.510 -0.22 -0.02 0.01
H 2.878 0.268 -1.590 -0.10 -0.18 0.07
H 1.679 -1.611 0.533 -0.05 0.05 -0.13
H 0.463 0.578 -1.280 0.00 -0.15 0.05
H -0.012 -1.098 -1.499 -0.06 0.08 0.05
H -0.515 0.571 1.016 -0.01 -0.11 -0.09
H -0.843 -1.154 0.895 0.03 0.11 -0.08
H -2.355 -0.715 -1.069 0.06 0.10 0.10
H -2.063 1.008 -0.897 -0.01 -0.13 0.08
H -4.221 0.369 0.195 0.16 0.00 0.08
H -3.075 0.940 1.422 -0.04 -0.11 -0.10
H -3.380 -0.793 1.225 0.05 0.13 -0.06
O 3.183 1.416 0.836 0.00 0.39 0.63
H 2.474 0.755 0.774 0.41 0.45 0.05
H 3.920 0.914 1.201 -0.04 0.14 0.03

Entry 2:
21
Properties=species:S:1:pos:R:3:forces:R:3 method="wB97M-V/def2-TZVPD" total_charge=0 largest_force_ha_per_bohr=0.0467 e_lumo_ev=0.97 mol_weight_da=102.18 e_above_lowest_kcal_mol=11.0 gap_ev=11.522 smiles=C1CCCCC1.O energy_ha=-312.2376 homo_ev=-10.56
C 2.233 1.110 0.268 0.61 -0.41 -0.10
C 1.051 0.392 0.970 2.26 -0.64 0.47
C 0.000 0.000 0.000 -1.65 0.87 0.85
C -0.547 1.364 -0.512 0.19 -1.47 -1.57
C 0.587 2.129 -1.295 -1.40 -0.11 -0.12
C 1.826 2.379 -0.466 -0.51 0.78 1.34
H 2.683 0.459 -0.506 -0.13 -0.20 0.53
H 3.013 1.318 1.026 -0.23 -0.02 -0.47
H 0.655 1.032 1.781 0.04 -0.27 -0.40
H 1.460 -0.525 1.434 -0.05 0.47 0.12
H -0.798 -0.469 0.607 0.11 -0.09 -0.55
H 0.325 -0.739 -0.758 -0.02 0.68 0.14
H -1.341 1.092 -1.234 0.08 0.65 0.25
H -1.028 1.894 0.332 0.54 0.02 -0.49
H 0.854 1.509 -2.172 0.00 0.16 0.42
H 0.109 3.055 -1.669 0.56 -0.18 0.05
H 2.651 2.863 -1.022 -0.42 -0.39 0.20
H 1.518 3.066 0.346 0.22 0.21 -0.40
O -0.805 0.955 -4.004 0.16 -0.12 1.00
H -0.327 1.612 -3.450 -0.63 -0.75 -0.61
H -1.042 0.231 -3.381 0.29 0.82 -0.64

Entry 3:
21
Properties=species:S:1:pos:R:3:forces:R:3 method="wB97M-V/def2-TZVPD" total_charge=0 largest_force_ha_per_bohr=0.0917 e_lumo_ev=0.99 mol_weight_da=102.18 e_above_lowest_kcal_mol=55.7 gap_ev=11.419 smiles=CC(C)CCCO energy_ha=-312.1663 homo_ev=-10.43
C -0.282 -2.584 0.656 -1.14 3.41 2.59
C -0.861 -1.092 0.538 -0.70 -1.77 -2.99
C -1.755 -0.806 1.638 -1.57 1.37 4.23
C 0.096 0.033 0.241 0.30 -0.09 1.47
C 0.359 0.339 -1.191 -0.06 0.34 -3.71
C 1.462 1.400 -1.208 0.29 0.25 -3.73
O 1.074 2.705 -0.781 1.35 -0.40 -0.82
H -1.125 -3.265 0.606 0.18 -0.20 0.03
H 0.174 -2.531 1.686 -0.13 -0.84 -1.06
H 0.409 -2.688 -0.101 1.63 -0.81 -1.47
H -1.522 -1.115 -0.399 0.60 -0.15 1.08
H -2.315 -1.670 2.015 0.22 -0.12 -0.21
H -2.533 -0.125 1.310 -0.11 0.41 0.09
H -1.335 -0.310 2.655 -0.33 -1.08 -2.42
H 1.013 -0.183 0.838 0.08 0.03 -0.88
H -0.182 1.004 0.723 -0.59 -0.81 -0.20
H 0.577 -0.491 -1.968 0.75 0.44 2.04
H -0.470 0.707 -1.979 0.69 -0.01 2.83
H 2.465 0.973 -0.911 -1.02 0.88 0.47
H 1.536 1.688 -2.282 0.75 -0.87 0.36
H 0.598 2.628 0.004 -1.19 0.02 2.28

Entry 4:
21
Properties=species:S:1:pos:R:3:forces:R:3 method="wB97M-V/def2-TZVPD" total_charge=0 largest_force_ha_per_bohr=0.0072 e_lumo_ev="0.77 / 0.81" mol_weight_da=102.18 e_above_lowest_kcal_mol=101.2 gap_ev="7.973 / 8.165" energy_ha=-312.0937 homo_ev="-7.20 / -7.35"
C 2.418 -1.451 -0.700 0.29 -0.20 0.12
O 1.171 -1.083 -0.500 -0.21 -0.06 -0.12
C 0.774 -0.026 0.133 0.03 0.16 0.23
C -0.704 0.228 0.243 0.00 0.01 -0.02
C -0.903 1.732 0.470 -0.01 0.08 0.01
C -1.424 -0.205 -1.038 -0.02 -0.04 -0.06
C -1.276 -0.546 1.447 -0.02 -0.05 0.07
H 2.541 0.443 -1.586 -0.08 0.12 0.00
H 2.509 -2.386 -1.234 0.00 0.13 0.05
H 3.172 -1.111 0.005 -0.11 -0.02 -0.12
H 2.024 0.975 -1.359 0.09 -0.07 -0.04
H 1.483 0.441 0.816 -0.11 -0.03 -0.10
H -0.365 2.072 1.364 -0.07 -0.06 -0.13
H -1.966 1.957 0.613 0.15 -0.04 -0.02
H -0.538 2.308 -0.387 -0.05 -0.09 0.12
H -1.299 -1.278 -1.221 -0.03 0.16 0.04
H -1.032 0.333 -1.908 -0.05 -0.06 0.13
H -2.496 0.005 -0.953 0.15 -0.03 -0.01
H -1.133 -1.625 1.317 -0.02 0.15 0.01
H -2.350 -0.352 1.556 0.15 -0.02 -0.03
H -0.780 -0.246 2.378 -0.07 -0.04 -0.14